[1]
6
Properties=species:S:1:pos:R:3 method="wB97M-V/def2-TZVPD" relative_energy_kcal_mol=6.0 smiles=O.O homo_energy_ha=-0.4251 e_lumo_ev=1.0 molar_mass_g_mol=36.03 charge=0
O 3.6217 2.3030 1.0165
H 3.3108 1.6518 1.6855
H 4.3884 1.8654 0.5820
O 0.8201 -0.3311 -5.5861
H 0.4718 -0.6170 -4.7114
H 0.0936 -0.5297 -6.2194


[2]
18
Properties=species:S:1:pos:R:3 method="wB97M-V/def2-TZVPD" relative_energy_kcal_mol=73.9 smiles="N/C=C/CCCO" homo_energy_ha=-0.2969 e_lumo_ev=1.1 molar_mass_g_mol=101.15 charge=0
C -0.8486 0.9250 -1.7952
O -0.1615 0.8735 -3.1614
C -0.9814 -0.4247 -1.1458
C -0.9679 -0.4147 0.4278
C 0.3896 -0.0431 0.9790
C 0.8775 -0.2805 2.1413
N 2.2871 -0.0680 2.4123
H -1.7832 1.6195 -1.9122
H -0.1830 1.7102 -1.2647
H -0.5109 -0.0034 -3.5748
H -1.8727 -0.7264 -1.6473
H -0.2178 -1.3228 -1.3757
H -1.1410 -1.4453 0.8086
H -1.7209 0.2412 0.8152
H 0.9544 0.4129 0.1993
H 0.4040 -0.5072 3.1093
H 2.9371 -0.1723 1.6112
H 2.5392 -0.3739 3.3729


[3]
61
Properties=species:S:1:pos:R:3 method="wB97M-V/def2-TZVPD" relative_energy_kcal_mol=12.8 homo_energy_ha="-0.1984 / -0.1659" e_lumo_ev="-0.6 / -0.8" molar_mass_g_mol=494.95 charge=0
P 0.2705 -1.8581 -2.9110
P 0.3099 2.1514 -2.4090
C 0.0128 -0.3299 -3.8570
C 0.9320 0.8733 -3.5789
H -1.0564 -0.0673 -3.6905
H 0.0767 -0.6035 -4.9194
H 1.9365 0.5487 -3.2767
H 1.0698 1.4156 -4.5268
C -0.7017 3.1931 -3.5059
H -1.1051 4.0343 -2.9223
H -1.5244 2.6138 -3.9505
H -0.0738 3.5768 -4.3222
C 1.6453 3.1835 -1.8033
H 1.8187 3.9974 -2.5219
H 2.5834 2.6202 -1.7145
H 1.3859 3.6260 -0.8335
C -1.0037 -2.9810 -3.5182
H -1.3093 -3.6878 -2.7377
H -0.6001 -3.5596 -4.3613
H -1.9002 -2.4264 -3.8280
C 1.8869 -2.5510 -3.3226
H 2.6392 -1.7609 -3.4326
H 1.8232 -3.1044 -4.2678
H 2.2264 -3.2510 -2.5492
Cd 2.3337 0.5968 2.3360
C -1.0286 1.3865 -1.3913
C -1.9974 0.5280 -2.1042
C -2.8114 -0.5467 -1.5271
C -2.3447 -1.2679 -0.2154
C -1.1430 -2.0574 -0.3327
C 0.0517 -1.7232 -1.1181
C 0.7191 -0.3909 -0.5995
C -0.2243 0.7459 -0.1998
C 1.3355 -1.2289 2.8257
H -1.5711 2.2628 -0.9744
H -2.4721 1.0370 -2.9557
H -2.9375 -1.3374 -2.2948
H -3.8379 -0.1632 -1.3565
H -2.3472 -0.5315 0.6036
H -3.1478 -1.9727 0.0598
H -1.2096 -3.0630 0.0764
H 0.7652 -2.5334 -0.8524
H 1.4887 -0.0578 -1.3217
H 1.3060 -0.6747 0.2911
H -0.8956 0.3969 0.5890
H 0.3659 1.5369 0.3001
H 2.0818 -2.0298 2.9415
H 0.6418 -1.5221 2.0258
H 0.7800 -1.1051 3.7674
S 1.7561 2.1598 4.3706
C 1.0007 1.3526 5.6669
C 1.7691 0.7794 6.7127
C 1.1469 0.0965 7.7534
C -0.2468 -0.0608 7.7657
C -1.0226 0.5426 6.7619
C -0.4125 1.2353 5.7209
H 2.8529 0.8500 6.6543
H 1.7518 -0.3478 8.5533
H -0.7334 -0.6536 8.5525
H -2.1159 0.4466 6.7769
H -0.9901 1.6604 4.8990


[4]
112
Properties=species:S:1:pos:R:3 method="wB97M-V/def2-TZVPD" relative_energy_kcal_mol=25.7 homo_energy_ha="-0.3793 / -0.3779" spin_multiplicity=6 e_lumo_ev="-2.8 / -4.1" molar_mass_g_mol=1061.86 charge=+1
Fe -0.6009 -0.3163 0.3053
C -1.7037 -6.1633 4.6819
C -1.4158 -4.6696 4.4396
C -2.1298 -4.1028 3.4138
C -2.0527 -2.7179 3.1277
C -1.2559 -1.9083 3.9936
C -0.5327 -2.4804 5.0066
C -0.5204 -3.8533 5.1537
S -1.1292 -0.1883 3.5624
O -2.3882 0.0924 2.8973
O -0.8128 0.5867 4.7562
N -0.0447 -0.1605 2.4085
C 1.3170 -0.1065 2.6777
C 1.9104 -0.2045 3.9458
C 3.3280 -0.1047 3.9944
C 4.1269 0.1751 2.9261
C 3.5162 0.2356 1.6155
C 4.2888 0.3626 0.4702
C 3.6786 0.3492 -0.7341
C 2.3113 0.2958 -0.7903
N 1.5496 0.0513 0.2449
C 2.1483 0.0560 1.5112
H -1.8639 -6.3972 5.7132
H -0.8569 -6.8195 4.2255
H -2.5937 -6.2170 4.1069
H -2.7740 -4.7396 2.7717
H -2.5372 -2.1981 2.2984
H 0.0938 -1.8775 5.6346
H 0.1359 -4.2699 5.9131
H 1.3715 -0.3671 4.8268
H 3.8954 -0.3972 4.8967
H 5.2244 0.1436 2.8700
H 5.3748 0.4922 0.4735
H 4.2833 0.4444 -1.6250
H 1.8309 0.3165 -1.7356
C -3.5480 5.9423 0.6400
C -3.5892 5.0051 -0.4091
C -2.6478 3.9969 -0.4771
C -1.7624 3.8478 0.5845
C -1.7448 4.7176 1.6396
C -2.6707 5.8026 1.6637
As -0.4549 2.5270 0.4407
C 1.0827 3.4543 1.2120
C 1.4024 3.4026 2.5409
C 2.6351 3.7812 2.9792
C 3.5753 4.1658 2.0749
C 3.2752 4.1883 0.7199
C 2.0698 3.7200 0.2497
C 1.6371 3.5775 -1.1708
C 2.3908 3.7991 -2.3729
C 1.7792 3.5610 -3.6133
C 0.4722 3.1207 -3.7313
C -0.2305 2.7241 -2.5816
C 0.3595 2.9605 -1.2917
H -4.2582 6.6959 0.6968
H -4.3596 5.0519 -1.2007
H -2.6597 3.2612 -1.2113
H -1.0682 4.6364 2.4765
H -2.6589 6.4281 2.5122
H 0.6849 2.8470 3.1382
H 2.9653 3.7256 3.9869
H 4.6353 4.3972 2.4132
H 4.0393 4.5021 0.0521
H 3.4101 4.0175 -2.2607
H 2.3164 3.7536 -4.5458
H 0.0259 2.9516 -4.6817
H -1.1713 2.0733 -2.4908
F 0.1022 -0.9340 -9.2374
C -0.9460 -0.6656 -8.4354
F -1.7506 -1.6958 -8.4862
F -1.5624 0.3502 -9.1380
C -0.6881 -0.4146 -7.0250
C -1.7984 0.0361 -6.2577
C -1.6567 0.0547 -4.8719
C -0.4845 -0.3781 -4.2950
C 0.5910 -0.8256 -5.0296
C 0.5011 -0.7735 -6.4143
C -0.5515 -0.4908 -2.8640
C -0.5339 -0.3371 -1.6659
H -2.7269 0.2279 -6.7627
H -2.4118 0.5041 -4.2641
H 1.4813 -1.2458 -4.5389
H 1.2925 -1.1556 -7.0369
N -5.2346 -1.3711 -2.5459
C -4.6389 -0.7018 -1.5045
C -3.6575 -1.1408 -0.7219
N -2.9759 -0.3235 0.1420
C -3.4544 0.9119 0.2666
C -4.5620 1.3136 -0.4353
N -5.1287 0.5348 -1.3168
H -4.6764 -2.1662 -2.9782
H -6.0540 -0.9131 -2.8936
H -3.2676 -2.0893 -0.8476
H -3.0311 1.6338 0.9480
H -5.0246 2.2704 -0.1337
C -0.5497 -5.0506 0.1677
S 0.0692 -3.3826 -0.3912
O -0.7757 -2.3905 0.4045
C 1.6970 -3.3481 0.3030
C 1.9151 -3.1358 1.6649
C 3.2405 -3.0397 2.1001
C 4.2915 -3.1517 1.2659
C 4.0850 -3.2583 -0.1221
C 2.7613 -3.3214 -0.5787
H -0.5232 -5.1621 1.2526
H 0.0259 -5.7165 -0.4452
H -1.6275 -5.1228 -0.0931
H 1.1383 -3.1322 2.4289
H 3.3572 -3.0494 3.2023
H 5.2499 -3.1803 1.6864
H 4.9236 -3.2386 -0.8526
H 2.4651 -3.5121 -1.6093